A structure of composition C41H54As2N2P2PbSi2 at a distorted geometry, computed with wB97M-V/def2-TZVPD.

```
104
Properties=species:S:1:pos:R:3
Pb 0.137 -0.228 -0.817
C 4.106 -1.714 -0.929
Si 3.836 -0.212 0.202
C 4.689 -0.520 1.849
C 4.442 1.364 -0.628
N 2.082 -0.072 0.388
P 1.264 0.134 1.791
C -0.431 0.449 1.381
P -1.039 1.968 0.703
N -0.629 1.948 -0.878
Si -1.082 2.939 -2.258
C -2.527 4.088 -1.925
C -1.586 1.638 -3.538
C 0.454 3.859 -2.852
C -2.843 1.898 0.864
C -3.496 0.699 0.588
C -4.879 0.647 0.574
C -5.620 1.793 0.838
C -4.975 2.983 1.133
C -3.589 3.038 1.147
C -0.507 3.426 1.616
C -0.008 4.548 0.963
C 0.356 5.664 1.702
C 0.229 5.653 3.084
C -0.264 4.528 3.735
C -0.639 3.414 3.005
C 2.118 1.323 2.847
C 2.516 1.008 4.143
C 3.256 1.931 4.868
C 3.601 3.149 4.300
C 3.206 3.457 3.004
C 2.464 2.546 2.274
C 1.120 -1.466 2.640
C 1.625 -2.605 2.019
C 1.459 -3.854 2.606
C 0.793 -3.962 3.817
C 0.267 -2.830 4.429
C 0.417 -1.587 3.837
H 4.784 -1.466 -1.750
H 3.173 -2.088 -1.355
H 4.560 -2.540 -0.379
H 5.650 -1.017 1.706
H 4.079 -1.151 2.498
H 4.877 0.422 2.369
H 5.432 1.224 -1.070
H 4.522 2.180 0.093
H 3.764 1.691 -1.422
H -3.445 3.524 -1.756
H -2.679 4.738 -2.790
H -2.358 4.725 -1.055
H -2.413 1.028 -3.163
H -0.740 0.980 -3.762
H -1.907 2.102 -4.473
H 0.425 4.913 -2.569
H 0.522 3.824 -3.942
H 1.369 3.428 -2.441
H -2.914 -0.200 0.410
H -5.387 -0.288 0.374
H -6.701 1.752 0.827
H -5.550 3.873 1.353
H -3.087 3.968 1.385
H 0.107 4.537 -0.113
H 0.734 6.545 1.200
H 0.508 6.525 3.660
H -0.358 4.522 4.813
H -1.040 2.537 3.500
H 2.272 0.050 4.577
H 3.573 1.687 5.873
H 4.191 3.857 4.867
H 3.481 4.405 2.561
H 2.161 2.765 1.257
H 2.173 -2.502 1.088
H 1.864 -4.734 2.123
H 0.685 -4.929 4.291
H -0.263 -2.920 5.368
H -0.031 -0.713 4.295
C -0.179 -1.626 -4.762
As 0.958 -1.447 -3.185
C 2.595 -0.828 -4.027
C 1.169 -3.307 -2.626
C 2.214 -4.059 -3.149
C 2.360 -5.392 -2.801
C 1.475 -5.974 -1.905
C 0.442 -5.222 -1.365
C 0.265 -3.891 -1.727
As -1.158 -2.828 -0.919
C -1.882 -3.939 0.510
C -2.631 -3.015 -2.205
H 0.402 -2.184 -5.495
H -0.435 -0.648 -5.166
H -1.087 -2.176 -4.532
H 2.990 -1.586 -4.700
H 3.345 -0.553 -3.290
H 2.323 0.050 -4.611
H 2.931 -3.604 -3.821
H 3.169 -5.974 -3.223
H 1.592 -7.011 -1.622
H -0.230 -5.678 -0.650
H -1.130 -4.152 1.267
H -2.288 -4.862 0.099
H -2.690 -3.374 0.974
H -2.582 -3.993 -2.680
H -2.612 -2.232 -2.961
H -3.561 -2.929 -1.646
```

Properties
- electronic energy (eV) = -207619.747
- total charge = +2
- E_LUMO (eV) = -7.29
- Kohn-Sham gap (Ha) = 0.208
- F_max (eV/A) = 1.4


A structure of composition C41H54BIKN7OS3, computed with wB97M-V/def2-TZVPD.

```
109
Properties=species:S:1:pos:R:3
K -0.036 3.049 -0.037
C 4.738 1.593 2.856
C 3.548 0.693 2.834
C 3.335 -0.232 3.804
C 2.198 -1.076 3.741
N 1.396 -1.020 2.726
N 1.601 -0.122 1.747
B 0.568 -0.326 0.671
N 0.873 -0.598 -0.634
N 2.217 -0.810 -0.985
C 2.371 -1.700 -1.928
C 1.308 -2.302 -2.636
C 0.057 -1.673 -2.593
C -0.995 -2.013 -3.608
C -0.131 -0.691 -1.652
S -1.411 0.489 -1.590
C 3.818 -2.030 -2.282
C 4.101 -1.619 -3.734
C 4.032 -3.541 -2.134
C 4.796 -1.298 -1.364
N -0.825 -0.679 1.186
N -1.181 -1.908 0.768
C -2.306 -2.414 1.156
C -3.141 -1.720 2.075
C -2.776 -0.500 2.539
C -3.593 0.257 3.530
C -1.554 0.076 2.034
S -1.052 1.619 2.496
C -2.701 -3.765 0.586
C -3.988 -3.567 -0.229
C -1.607 -4.306 -0.333
C -2.952 -4.758 1.726
C 2.589 0.814 1.762
S 2.728 2.064 0.640
C 1.819 -2.098 4.807
C 2.811 -2.101 5.968
C 1.777 -3.491 4.167
C 0.424 -1.739 5.336
H 5.386 1.355 3.699
H 4.427 2.637 2.913
H 5.295 1.495 1.923
H 4.034 -0.325 4.623
H 1.502 -3.073 -3.369
H -0.929 -3.072 -3.861
H -0.857 -1.444 -4.531
H -1.998 -1.801 -3.233
H 3.431 -2.126 -4.429
H 5.131 -1.875 -3.998
H 3.972 -0.543 -3.863
H 3.403 -4.109 -2.822
H 3.801 -3.870 -1.119
H 5.074 -3.790 -2.348
H 4.663 -0.217 -1.421
H 5.820 -1.547 -1.655
H 4.650 -1.587 -0.322
H -4.060 -2.179 2.418
H -4.474 -0.316 3.820
H -3.900 1.218 3.116
H -2.996 0.484 4.415
H -3.823 -2.852 -1.037
H -4.812 -3.203 0.388
H -4.296 -4.518 -0.669
H -1.391 -3.612 -1.145
H -1.930 -5.260 -0.755
H -0.673 -4.461 0.207
H -3.748 -4.423 2.393
H -2.047 -4.903 2.319
H -3.248 -5.725 1.316
H 3.816 -2.378 5.645
H 2.493 -2.832 6.713
H 2.860 -1.128 6.461
H 2.757 -3.774 3.776
H 1.064 -3.510 3.343
H 1.478 -4.233 4.910
H 0.418 -0.744 5.785
H 0.116 -2.462 6.095
H -0.306 -1.748 4.526
I 1.637 1.842 -2.801
C 0.382 1.541 -4.450
C 1.035 1.650 -5.653
C 0.350 1.634 -6.876
C -1.009 1.580 -6.867
C -1.721 1.455 -5.650
C -3.136 1.455 -5.716
C -3.880 1.313 -4.586
C -3.221 1.055 -3.375
C -1.850 1.037 -3.253
C -1.035 1.342 -4.399
H 2.108 1.788 -5.658
H 0.904 1.712 -7.802
H -1.580 1.627 -7.786
H -3.603 1.570 -6.686
H -4.961 1.324 -4.620
H -3.813 0.795 -2.506
C -2.586 8.220 1.471
N -1.915 7.263 0.607
C -1.533 7.658 -0.742
C -1.622 6.009 1.000
C -1.981 5.604 2.408
O -1.080 5.214 0.229
H -3.004 9.014 0.856
H -1.901 8.670 2.193
H -3.408 7.754 2.011
H -1.561 8.743 -0.816
H -2.205 7.229 -1.486
H -0.524 7.312 -0.959
H -1.617 6.324 3.141
H -1.559 4.623 2.607
H -3.065 5.538 2.519
```

Properties
- electronic energy (eV) = -113482.348
- total charge = 0
- E_LUMO (eV) = 0.06
- Kohn-Sham gap (Ha) = 0.191
- F_max (eV/A) = 0.6


A structure of composition C41H55As2N5O11Pd, computed with wB97M-V/def2-TZVPD.

```
115
Properties=species:S:1:pos:R:3
Pd -1.043 0.049 0.572
C 1.393 -2.983 -2.070
C 1.276 -1.526 -2.511
C 2.577 -0.790 -2.367
C 3.467 -0.712 -3.426
C 4.668 -0.026 -3.305
C 4.964 0.602 -2.109
C 4.104 0.541 -1.015
C 4.459 1.348 0.212
C 5.615 0.762 1.021
C 2.913 -0.194 -1.136
N 1.967 -0.266 -0.111
C 2.295 -0.693 1.044
C 1.451 -0.618 2.204
C 1.854 -0.854 3.517
C 0.761 -0.521 4.334
C -0.244 -0.103 3.470
N 0.171 -0.154 2.189
H 0.437 -3.495 -2.170
H 1.677 -3.033 -1.020
H 2.146 -3.515 -2.662
H 0.514 -1.034 -1.899
H 0.954 -1.476 -3.555
H 3.199 -1.181 -4.368
H 5.349 0.045 -4.145
H 5.876 1.185 -2.018
H 3.583 1.481 0.847
H 4.743 2.352 -0.119
H 5.377 -0.238 1.389
H 5.844 1.393 1.882
H 6.517 0.677 0.410
H 3.283 -1.135 1.235
H 2.836 -1.183 3.821
H 0.705 -0.557 5.410
H -1.245 0.223 3.707
C 0.105 2.838 5.168
O 0.041 2.879 3.756
C 1.070 3.544 3.150
O 1.927 4.114 3.810
C 1.045 3.437 1.718
C 1.973 4.222 0.970
As 1.328 6.005 1.254
C 2.386 7.270 0.157
C -0.096 5.639 -0.116
C -0.723 4.470 -0.307
As -0.439 2.749 0.692
C -2.021 3.078 1.843
C -1.734 4.365 -1.402
O -1.573 3.652 -2.358
O -2.842 5.143 -1.350
C -3.316 5.711 -0.130
C -0.471 6.871 -0.867
O -1.049 7.795 -0.347
O -0.076 7.000 -2.151
C 0.762 6.014 -2.767
C 2.348 3.775 -0.343
O 1.983 2.749 -0.888
O 3.197 4.646 -0.996
C 3.581 4.252 -2.304
H -0.832 2.391 5.496
H 0.220 3.840 5.585
H 0.942 2.219 5.496
H 3.380 7.318 0.603
H 1.911 8.249 0.230
H 2.491 6.977 -0.882
H -1.939 4.006 2.410
H -2.147 2.237 2.521
H -2.889 3.110 1.178
H -3.518 6.763 -0.316
H -2.585 5.626 0.671
H -4.232 5.186 0.145
H 0.159 5.233 -3.225
H 1.444 5.568 -2.047
H 1.327 6.550 -3.528
H 3.752 5.168 -2.871
H 2.808 3.644 -2.774
H 4.503 3.668 -2.267
C -2.635 -3.538 0.136
C -1.541 -2.903 1.010
C -2.140 -2.537 2.368
C -0.402 -3.920 1.211
N -0.961 -1.833 0.229
H -2.954 -4.490 0.572
H -2.263 -3.714 -0.874
H -3.495 -2.874 0.089
H -2.721 -3.382 2.753
H -2.809 -1.680 2.269
H -1.356 -2.303 3.084
H -0.767 -4.790 1.766
H 0.408 -3.459 1.779
H -0.008 -4.250 0.249
C -5.028 -1.329 -4.011
C -4.349 -1.200 -2.653
C -4.690 0.094 -1.864
C -4.459 1.356 -2.697
C -4.786 2.606 -1.893
C -6.149 0.027 -1.468
O -7.069 0.235 -2.245
N -6.383 -0.321 -0.177
C -5.417 -0.488 0.852
O -5.845 -0.837 1.938
N -4.117 -0.236 0.578
C -3.738 0.079 -0.649
O -2.540 0.314 -0.935
H -4.890 -2.342 -4.395
H -4.596 -0.641 -4.737
H -6.096 -1.125 -3.948
H -3.263 -1.205 -2.771
H -4.597 -2.065 -2.030
H -5.087 1.312 -3.587
H -3.413 1.369 -3.004
H -5.805 2.564 -1.502
H -4.691 3.507 -2.496
H -4.095 2.708 -1.056
H -7.344 -0.436 0.112
```

Properties
- electronic energy (eV) = -198539.806
- total charge = -2
- E_LUMO (alpha / beta) (eV) = 4.33 / 4.22
- spin multiplicity = 3
- Kohn-Sham gap (alpha / beta) (Ha) = 0.229 / 0.250
- F_max (eV/A) = 0.6


A cluster of 6 separate species, C41H55B2N5O2Si in total at a distorted geometry, computed with wB97M-V/def2-TZVPD.

```
106
Properties=species:S:1:pos:R:3
C 3.541 -3.691 2.646
Si 3.924 -3.198 0.783
C 5.554 -4.087 0.238
C 2.499 -3.954 -0.270
C 0.993 -3.390 0.129
C -0.111 -4.569 0.412
C -1.463 -4.444 -0.564
C -2.491 -3.344 0.163
C -2.336 -1.952 -0.683
C -2.895 -0.605 0.059
C -3.292 -0.776 1.637
B -1.946 -0.614 2.625
B -2.041 -0.690 4.270
O -0.820 -0.440 5.115
O -3.312 -1.048 4.939
C 4.017 -1.272 0.768
C 5.537 -0.579 0.776
C 5.756 1.064 0.815
C 4.397 1.984 0.851
C 2.882 1.350 0.802
C 2.695 -0.301 0.763
H 3.255 -4.822 2.745
H 2.642 -3.044 3.091
H 4.468 -3.456 3.335
H 5.690 -3.841 -0.919
H 5.318 -5.257 0.271
H 6.479 -3.791 0.891
H 2.510 -5.139 -0.203
H 2.705 -3.677 -1.400
H 0.695 -2.648 -0.753
H 1.107 -2.782 1.131
H 0.383 -5.619 0.150
H -0.385 -4.576 1.561
H -1.981 -5.511 -0.504
H -1.150 -4.132 -1.647
H -3.577 -3.763 0.002
H -2.151 -3.297 1.281
H -2.993 -2.087 -1.670
H -1.250 -1.715 -1.061
H -2.019 0.205 0.022
H -3.796 -0.093 -0.532
H -3.941 -1.714 1.896
H -3.968 0.169 1.912
H -0.857 -0.467 2.158
H -0.035 -0.865 4.624
H -3.261 -2.031 5.213
H 6.503 -1.248 0.754
H 6.823 1.558 0.844
H 4.505 3.152 0.915
H 1.950 2.070 0.820
H 1.586 -0.693 0.733
N -3.658 2.614 -0.834
C -3.713 3.217 -2.042
C -4.393 4.400 -2.283
C -5.062 5.001 -1.222
C -5.026 4.403 0.033
C -4.316 3.222 0.176
H -3.177 2.707 -2.838
H -4.401 4.841 -3.273
H -5.608 5.928 -1.373
H -5.538 4.847 0.880
H -4.255 2.719 1.137
N -2.192 -9.632 0.365
C -3.231 -10.198 -0.287
C -4.549 -9.797 -0.131
C -4.820 -8.756 0.750
C -3.771 -8.155 1.438
C -2.486 -8.623 1.213
H -2.969 -11.008 -0.960
H -5.344 -10.285 -0.683
H -5.841 -8.415 0.900
H -3.949 -7.341 2.132
H -1.633 -8.184 1.723
N 5.890 5.092 -0.333
C 6.329 5.977 0.589
C 7.666 6.160 0.905
C 8.611 5.387 0.240
C 8.190 4.466 -0.714
C 6.831 4.358 -0.964
H 5.553 6.554 1.083
H 7.962 6.887 1.653
H 9.668 5.502 0.462
H 8.902 3.849 -1.250
H 6.453 3.656 -1.702
N -4.604 4.193 -5.584
C -3.339 4.324 -6.042
C -2.979 4.157 -7.370
C -3.974 3.830 -8.285
C -5.285 3.686 -7.844
C -5.548 3.878 -6.497
H -2.599 4.576 -5.289
H -1.948 4.277 -7.682
H -3.730 3.690 -9.334
H -6.083 3.432 -8.533
H -6.556 3.780 -6.104
N 2.079 4.561 2.393
C 1.221 3.982 3.261
C 0.062 4.588 3.719
C -0.236 5.867 3.263
C 0.629 6.491 2.369
C 1.762 5.803 1.966
H 1.500 2.985 3.591
H -0.592 4.074 4.415
H -1.135 6.374 3.600
H 0.425 7.488 1.995
H 2.466 6.245 1.267
```

Properties
- electronic energy (eV) = -64173.471
- total charge = 0
- E_LUMO (eV) = -0.66
- Kohn-Sham gap (Ha) = 0.274
- F_max (eV/A) = 5.1